# C57H143N9O19

10 unconnected molecules or ions with the total composition C57H143N9O19 (ωB97M-V with the def2-TZVPD basis set, the Open Molecules 2025 dataset).

For the LUMO energy, the calculation gives 0.74 eV. The energy above the lowest of the compared OMol25 structures with the same formula, charge and spin is 67.5 kcal per mole. Its HOMO-LUMO gap is 8.68 eV. The SMILES is COCCNCCOC.COCCNCCOC.COCCNCCOC.COCCNCCOC.COCCNCCOC.COCCNCCOC.COCCNCCOC.COCCNCCOC.COCCNCCOC.CC(C)O.

Last column: Mulliken charge in e.
Element x y z (Å)
C  6.331685  3.904927  -5.300700  -0.9790
O  6.047514  3.406372  -4.061013  -0.1060
C  6.928751  4.025478  -3.032027  -0.5166
C  6.724684  3.302762  -1.722529  -1.1451
N  5.503108  3.485313  -0.978098  0.1146
C  5.236142  4.763058  -0.349294  -0.6156
C  4.129402  4.564464  0.707210  -0.9503
O  3.060734  3.839305  0.113971  0.5497
C  2.032588  3.665470  1.032601  -0.9512
H  7.374201  3.611725  -5.546883  0.3921
H  6.225726  4.993816  -5.535300  0.3324
H  5.761738  3.317726  -6.050849  0.2529
H  6.656815  5.045546  -2.935761  0.3354
H  7.968494  3.883946  -3.333933  0.5380
H  7.518044  3.528520  -1.038827  0.5114
H  6.764161  2.180541  -1.930529  0.2875
H  4.630869  3.165595  -1.450555  -0.1719
H  4.988080  5.537546  -1.103572  0.1388
H  6.172496  5.062138  0.120415  0.5467
H  3.836339  5.546813  1.152563  0.3746
H  4.545943  3.934791  1.480384  0.4752
H  1.232851  3.059542  0.613870  -0.1580
H  1.473427  4.588618  1.250822  0.2480
H  2.385618  3.144791  1.923277  0.5251
C  2.452451  -4.026529  0.198177  -0.2730
O  1.419141  -4.338919  -0.704102  -0.2239
C  0.886284  -5.585632  -0.462209  -0.0848
C  -0.283998  -5.985076  -1.368561  -0.7356
N  -1.413351  -4.970751  -1.231561  -0.0707
C  -2.315933  -4.935779  -2.326983  -0.8482
C  -3.032569  -3.605740  -2.441978  -0.8187
O  -2.315017  -2.444993  -2.075482  0.0903
C  -1.324095  -2.313345  -3.011522  -0.0686
H  3.375425  -4.583954  -0.020025  0.3655
H  2.194572  -4.183746  1.235247  0.1886
H  2.676212  -2.969790  -0.071833  -0.1589
H  0.621047  -5.699634  0.587363  -0.0737
H  1.665419  -6.381442  -0.552110  0.3348
H  -0.590718  -6.984834  -1.046052  0.2770
H  0.043604  -5.997076  -2.409535  0.4271
H  -0.950132  -4.109118  -1.112457  -0.0154
H  -3.062593  -5.719620  -2.330658  0.4417
H  -1.742738  -5.028964  -3.269234  0.3613
H  -3.940466  -3.689862  -1.787582  0.2988
H  -3.391666  -3.540512  -3.468822  0.4331
H  -0.641296  -3.163272  -3.073473  0.3644
H  -0.765614  -1.391172  -2.798430  -0.9755
H  -1.811945  -2.206419  -3.971072  0.6109
C  0.641039  -9.184524  0.100409  -0.8288
O  -0.041889  -8.723937  1.260911  -0.3754
C  0.838239  -8.412853  2.346072  0.6257
C  -0.027169  -8.025539  3.495812  -1.3302
N  -0.831619  -6.728870  3.473199  -0.3996
C  -0.041308  -5.533032  3.500630  0.1746
C  0.425180  -5.152869  4.893075  -0.8151
O  1.668921  -5.861718  5.252064  -0.2112
C  2.105842  -5.423569  6.515221  -0.9662
H  1.454929  -8.546015  -0.133508  0.3452
H  -0.112415  -9.078092  -0.702422  0.2295
H  0.960846  -10.205847  0.290926  0.3667
H  1.533015  -7.628663  2.090982  -0.5493
H  1.298979  -9.337000  2.631051  0.6358
H  0.589203  -8.018468  4.349372  0.4506
H  -0.769983  -8.838840  3.608863  0.4074
H  -1.412730  -6.801090  2.649626  0.4113
H  -0.632329  -4.691995  3.133977  0.4496
H  0.844063  -5.543854  2.831015  -0.3873
H  -0.326089  -5.361630  5.611003  0.7829
H  0.773159  -4.107475  4.949746  -0.0046
H  3.056039  -5.865979  6.730081  0.2893
H  1.546848  -5.671619  7.366375  0.3851
H  2.167527  -4.374399  6.454958  0.3269
C  -0.161047  -0.826772  10.123813  -0.8010
O  0.155807  -1.057094  8.777450  -0.2917
C  -0.917126  -1.331529  7.974370  -0.7997
C  -0.381644  -1.275750  6.520576  0.0393
N  0.178180  -0.033719  6.167882  -0.2519
C  1.038578  -0.083105  5.002023  -0.1072
C  1.572140  1.278094  4.691384  -0.4743
O  2.183066  1.774239  5.834872  -0.3418
C  2.634506  3.093964  5.815220  -0.8415
H  -0.805349  -1.599982  10.549046  0.3233
H  -0.539269  0.221405  10.260189  0.2986
H  0.764424  -0.889931  10.761644  0.2259
H  -1.690451  -0.615841  8.068771  0.4313
H  -1.323537  -2.345003  8.209614  0.4165
H  -1.220917  -1.506697  5.835366  0.2985
H  0.302268  -2.112457  6.397711  -0.1886
H  0.721208  0.344974  6.939717  0.3996
H  0.539121  -0.401141  4.106123  0.0200
H  1.832970  -0.773737  5.158720  0.3007
H  0.762110  1.952743  4.443722  0.2194
H  2.258297  1.321216  3.843997  0.2368
H  3.693326  3.091277  5.614282  0.2785
H  2.384616  3.494467  6.850078  0.2499
H  2.141338  3.726365  5.117378  0.3176
C  -1.637467  3.521958  2.129771  -0.1693
O  -2.378480  4.437214  1.383189  -0.4655
C  -3.205066  3.854710  0.454455  0.5456
C  -3.697811  4.878079  -0.573010  -1.1640
N  -2.505989  5.389772  -1.201617  0.5062
C  -2.669620  6.583905  -2.015231  -1.1282
C  -2.607388  7.879197  -1.195003  -0.6089
O  -1.357819  7.869756  -0.473664  -0.1761
C  -1.157141  9.143446  0.148998  -0.9608
H  -0.926686  4.062987  2.764584  0.2923
H  -1.068268  2.742051  1.560692  -0.2230
H  -2.363488  3.009647  2.745537  0.5096
H  -4.099866  3.388454  0.876112  0.4390
H  -2.653094  3.035730  -0.059414  -0.6353
H  -4.290271  5.615833  0.008875  0.3906
H  -4.315294  4.375967  -1.314524  0.4562
H  -1.889916  5.705151  -0.459046  0.1763
H  -3.567028  6.528508  -2.597956  0.4922
H  -1.918651  6.662852  -2.802636  0.2022
H  -3.467934  7.973809  -0.503630  0.3550
H  -2.642323  8.813527  -1.814807  0.4822
H  -0.832309  9.849037  -0.626075  0.3182
H  -0.542537  8.945395  0.975621  0.2631
H  -2.069764  9.564974  0.572675  0.3634
C  4.344502  -6.766994  2.076167  -0.0076
O  5.388116  -6.052137  2.633475  -0.4778
C  5.099639  -5.707833  3.958763  -0.8679
C  4.796755  -4.244846  4.005396  -0.5458
N  3.550562  -3.858122  3.404173  1.2186
C  3.304763  -2.406932  3.528873  0.1224
C  4.134918  -1.645352  2.517513  -0.9084
O  3.579401  -0.343891  2.204964  -0.1576
C  4.145955  0.163589  1.027822  -0.6523
H  4.374153  -7.794543  2.433239  0.3967
H  4.434974  -6.727654  0.944286  0.3037
H  3.420061  -6.319649  2.409542  -0.3499
H  5.947472  -5.939242  4.557850  0.5052
H  4.218268  -6.243148  4.409570  0.2099
H  5.572847  -3.838186  3.400561  0.3515
H  4.907341  -3.924285  5.084876  0.3554
H  2.743941  -4.356847  3.783617  -0.9228
H  3.567206  -2.185779  4.590921  0.5504
H  2.254318  -2.225579  3.402129  -0.6518
H  4.170476  -2.198511  1.528001  0.3346
H  5.183094  -1.477448  2.704304  0.5375
H  5.221480  0.081583  1.140447  0.4262
H  3.727959  1.133350  0.751990  -0.1849
H  3.822282  -0.532257  0.183621  0.1743
C  -5.665751  2.390824  -8.782716  -0.7467
O  -4.356647  2.187448  -8.219930  -0.3134
C  -4.034893  0.787236  -8.444037  -0.5442
C  -2.655405  0.512153  -7.851987  -0.6843
N  -2.646829  0.629905  -6.418515  -0.2089
C  -1.351505  0.483894  -5.768507  -1.4026
C  -1.317855  0.875310  -4.286340  1.3101
O  -1.332185  2.276393  -4.151843  -0.5506
C  -1.167809  2.643585  -2.770746  1.0252
H  -5.597268  2.489981  -9.877731  0.2761
H  -6.067608  3.290337  -8.401543  0.2712
H  -6.373047  1.592675  -8.550319  0.3030
H  -4.006680  0.725247  -9.533445  0.4219
H  -4.739791  0.098026  -7.961444  0.3475
H  -1.893040  1.192234  -8.284151  0.3507
H  -2.392119  -0.533176  -8.169175  0.3270
H  -2.939709  1.560794  -6.251012  0.2571
H  -0.536131  1.036950  -6.385653  0.4373
H  -0.989211  -0.566596  -5.845179  0.3573
H  -0.381161  0.458759  -3.936916  -0.6150
H  -2.246470  0.425377  -3.849954  0.1113
H  -1.424353  3.671103  -2.646481  0.3638
H  -0.153113  2.494603  -2.386682  -0.6378
H  -1.807071  2.072670  -2.081710  -0.6097
C  2.276707  6.444741  -1.457422  -0.5162
O  2.785194  5.760936  -2.575107  -0.1595
C  1.877997  5.851849  -3.623386  -0.0883
C  2.305347  4.954545  -4.810249  -1.1407
N  2.086524  3.556369  -4.699811  -0.3623
C  2.815690  2.846833  -3.617558  1.3675
C  3.181513  1.477527  -4.198007  -0.7759
O  2.037596  0.597062  -4.042604  -0.4390
C  2.077256  0.005631  -2.734378  0.0477
H  2.060042  7.475715  -1.774372  0.4356
H  2.991599  6.438049  -0.631589  0.1447
H  1.320159  5.996284  -1.073366  0.0026
H  1.843175  6.904669  -3.955206  0.4711
H  0.908201  5.567207  -3.210438  0.0238
H  3.381796  5.102234  -5.003128  0.2297
H  1.796686  5.340233  -5.711659  0.4986
H  1.120918  3.350631  -4.667261  0.1840
H  2.160757  2.749796  -2.732607  -0.5120
H  3.731817  3.384211  -3.351491  0.0016
H  4.012791  1.016499  -3.607204  0.1709
H  3.462919  1.528756  -5.264917  0.3608
H  2.917819  -0.718865  -2.626409  0.4749
H  1.203739  -0.625410  -2.623377  -0.4505
H  2.155596  0.760975  -1.925903  0.0513
C  -4.422785  -0.790818  0.453830  -0.5696
O  -4.392548  0.610643  0.159139  -0.2190
C  -4.848210  0.965649  -1.128053  0.4165
C  -6.290030  1.487512  -1.121003  -1.1931
N  -7.299081  0.541712  -0.640360  -0.1190
C  -8.669943  0.973080  -0.953588  -0.6693
C  -9.573857  -0.194679  -1.053257  -0.5390
O  -9.514162  -0.892647  0.189707  -0.3180
C  -9.890969  -2.243349  -0.010875  -0.7648
H  -5.432971  -1.178998  0.624509  0.3480
H  -3.811135  -0.939471  1.310465  0.2038
H  -3.975265  -1.302997  -0.391976  0.0077
H  -4.728541  0.089947  -1.766084  0.3830
H  -4.189339  1.772404  -1.518425  -0.1846
H  -6.648074  1.886806  -2.115107  0.4160
H  -6.232308  2.410848  -0.513437  0.2472
H  -7.048505  0.420394  0.329734  0.2215
H  -8.612771  1.335848  -1.938826  0.4209
H  -9.047077  1.784593  -0.371097  0.3900
H  -9.197212  -0.892621  -1.856951  0.3025
H  -10.669794  0.111995  -1.267589  0.3384
H  -10.897733  -2.291110  -0.441630  0.3019
H  -9.960457  -2.633659  0.971990  0.2733
H  -9.090527  -2.794900  -0.533081  0.3063
C  -0.496486  -1.397085  1.520608  -1.2873
C  0.125997  -0.697336  0.346762  0.8509
C  -0.923301  0.133038  -0.309413  0.8840
O  1.153307  0.206675  0.724690  1.2486
H  -0.970982  -0.673803  2.177669  0.4230
H  0.284494  -1.968890  2.002371  -0.2178
H  -1.224461  -2.128039  1.194600  0.5959
H  0.476421  -1.450260  -0.356819  -0.4032
H  -0.418693  0.636289  -1.098474  -0.9015
H  -1.261171  0.867195  0.454848  0.5276
H  -1.743203  -0.580135  -0.583499  -0.8446
H  1.846563  -0.198025  1.340350  -0.6099

Force components x, y, z for each atom (eV/Å):
C 1.06 -0.67 -2.57
O 0.48 0.95 2.60
C -1.05 -1.90 -0.83
C -0.99 -1.99 -0.32
N -1.61 -0.53 -0.26
C -0.10 -0.09 -0.52
C 0.72 0.32 -0.80
O 0.31 0.81 -0.13
C -1.36 -0.21 -0.01
H -0.06 0.51 -0.07
H -0.23 -0.59 0.74
H -0.14 0.54 0.47
H -0.06 1.24 -0.10
H 0.05 0.23 -0.22
H 0.79 0.21 0.27
H 0.26 1.34 0.12
H 1.25 0.24 0.32
H -0.18 -0.10 0.44
H -0.05 0.26 0.37
H -0.16 -0.63 -0.32
H 0.21 -0.15 0.58
H 0.30 -0.50 -0.39
H 0.63 0.25 0.39
H -0.01 0.19 0.35
C 0.71 1.19 -1.37
O -0.37 0.36 -0.36
C 0.10 -2.13 0.12
C -0.74 1.70 0.63
N 1.08 -2.62 1.15
C 1.19 0.68 -1.45
C -2.37 -0.46 1.51
O -0.86 -1.28 0.86
C 1.35 1.32 -0.90
H -0.19 -0.21 0.06
H -0.22 0.16 0.35
H -0.03 -0.51 0.80
H -0.57 0.28 0.36
H -0.12 0.36 -0.39
H -0.17 0.22 -0.20
H 0.12 -0.20 -0.20
H 0.29 1.35 0.10
H -0.13 -0.29 0.22
H -0.09 -0.42 -0.08
H 0.74 0.56 -0.37
H -0.11 0.30 -0.20
H 0.16 -0.02 0.18
H -0.09 -0.39 -0.06
H 0.16 0.16 -0.75
C -1.84 0.03 0.53
O 0.37 0.65 -0.12
C -1.67 -0.03 -0.83
C -2.09 0.70 0.16
N 0.87 -2.13 -0.25
C 0.63 0.68 -0.20
C 2.42 -0.10 -0.54
O -1.44 -0.54 -0.21
C 0.84 -0.40 -1.15
H 1.07 0.52 -0.26
H 0.56 -0.60 0.19
H 0.16 -0.23 -0.46
H 0.57 0.18 -0.33
H 0.98 -0.47 0.24
H 0.64 0.14 1.30
H 0.30 0.41 0.09
H -0.06 0.39 -0.13
H -0.23 -0.04 0.01
H -0.07 -0.11 0.20
H -0.81 -0.12 0.81
H -0.78 0.12 -0.19
H 0.89 -0.11 -0.26
H -1.71 -0.58 0.96
H 0.45 1.66 0.35
C 1.03 0.82 1.09
O 1.44 0.23 1.21
C 0.24 -1.28 -1.87
C -1.61 -1.46 0.32
N 0.24 1.33 0.02
C -0.29 0.61 0.09
C 0.07 0.81 -0.38
O 0.26 -0.45 1.00
C -0.27 -0.09 2.14
H -0.47 0.18 -0.21
H -0.17 -0.97 -0.02
H -0.57 0.10 -0.94
H -1.04 0.98 0.31
H 0.07 0.49 -0.30
H 0.14 0.05 0.25
H 0.56 -0.38 0.06
H -0.07 -0.06 -0.13
H -0.74 -0.37 -0.36
H 1.04 -0.68 0.17
H -0.67 0.14 -0.23
H 0.16 -0.51 -0.20
H 0.56 0.34 0.05
H 0.72 -0.20 -1.20
H -0.65 0.43 -0.89
C 0.26 -0.62 0.45
O 0.85 1.28 -0.01
C -0.96 -1.34 -1.58
C 0.69 -0.23 1.09
N 0.50 1.06 -0.29
C 0.22 0.70 -0.13
C 0.18 0.39 -0.21
O -1.24 0.53 -0.05
C -1.16 -0.51 -1.28
H -0.23 0.00 -0.16
H -0.47 0.76 -0.05
H 0.07 -0.58 0.61
H 0.00 -0.15 0.53
H -0.26 0.36 0.02
H 0.04 -0.01 -0.48
H -0.24 -0.01 0.02
H 0.24 -0.48 0.14
H -0.94 0.03 -0.06
H 0.51 -0.24 0.22
H 0.39 -0.22 0.04
H 0.04 -0.80 0.04
H 0.52 0.04 0.47
H 1.47 0.24 0.79
H -0.40 -0.19 -0.06
C -0.14 -0.34 -1.63
O 0.63 -0.11 -0.02
C -1.52 -0.08 0.37
C 0.06 0.05 1.40
N -0.95 0.18 -0.41
C 1.23 -1.03 1.08
C -0.47 0.55 -2.38
O -0.80 -0.50 1.15
C -0.50 -1.53 -1.41
H -0.13 -0.41 -0.18
H -0.18 -0.14 1.36
H -0.67 0.07 -0.32
H 0.82 -0.07 0.61
H 0.68 -0.04 -0.63
H 0.83 0.91 -0.16
H -0.10 0.12 -0.78
H 0.51 -0.03 0.16
H -0.17 0.69 -0.61
H -0.48 0.26 -0.31
H -0.37 0.07 1.05
H 0.49 -0.14 0.88
H 0.38 0.66 -0.40
H 0.40 0.11 0.48
H 0.60 0.72 0.59
C 0.95 -0.29 -0.46
O -1.38 -1.27 0.05
C 1.20 1.36 0.37
C 0.58 -0.84 -0.92
N -0.14 -0.64 0.63
C 1.64 0.01 -1.46
C -0.85 -0.37 -1.67
O 0.12 0.19 1.12
C -0.12 -0.50 -0.19
H 0.01 -0.15 0.16
H -0.28 1.08 0.50
H 0.17 -0.20 0.12
H -0.03 -0.80 -0.05
H -0.22 0.31 -0.25
H -0.27 -0.20 -0.23
H -0.05 0.76 0.35
H -0.56 1.08 0.52
H -0.97 -0.37 1.16
H -0.53 0.37 0.13
H 0.07 -0.07 0.64
H 0.82 0.21 0.24
H -0.18 0.77 -0.10
H 0.25 -0.11 -0.38
H -0.18 -0.08 -0.43
C -0.69 0.13 0.29
O 0.81 -0.38 0.93
C 0.13 -0.09 -0.93
C 0.22 1.25 0.04
N 1.04 -0.34 0.47
C -0.31 0.03 -1.31
C -0.02 -0.71 1.35
O 0.67 -0.26 0.55
C 0.51 -0.18 -0.40
H -0.03 0.04 0.37
H 0.00 0.02 -0.38
H 0.64 0.23 -0.40
H -0.23 -0.10 -0.08
H -0.48 -0.09 -0.43
H -0.22 0.20 0.21
H 0.03 -0.20 0.29
H -1.16 -0.40 0.07
H 0.53 -0.09 -0.09
H -0.32 0.09 -0.15
H -0.27 0.35 -0.54
H -0.30 0.09 0.57
H -0.08 0.60 -0.20
H -0.43 0.26 0.11
H -0.22 -0.40 -0.33
C -0.37 0.73 -1.08
O -0.21 0.02 0.68
C -0.19 -0.03 -0.56
C -0.29 1.05 -0.69
N 0.87 0.46 -0.48
C 1.29 -0.65 0.26
C -1.24 -1.02 0.24
O -0.30 -0.04 -0.80
C 0.25 0.66 0.36
H 0.05 0.12 -0.01
H 0.44 -0.11 0.80
H 0.06 -0.45 -0.11
H -0.12 -0.02 -0.36
H -0.32 -0.40 0.25
H 0.84 -0.69 0.61
H -0.24 -0.11 0.19
H -0.91 -0.30 0.32
H 0.09 0.78 -1.44
H -0.37 0.50 0.90
H -0.43 0.76 0.55
H 1.56 -0.43 0.12
H 0.28 -0.28 -0.43
H -0.10 -0.69 0.97
H -0.57 0.13 -0.29
C 0.48 -0.41 0.06
C -0.23 0.09 0.46
C -0.74 -0.58 0.91
O 1.37 -0.55 1.07
H 0.06 -0.01 0.29
H 0.20 -0.14 0.71
H -0.36 -0.11 -0.20
H 0.40 -0.20 -0.21
H -0.25 0.50 -1.03
H -0.11 -0.36 -0.68
H 0.50 1.11 -0.25
H -1.37 0.45 -0.99